Entry 1:
Formula: C5H11N2
Source: the Open Molecules 2025 dataset
Level of theory: ωB97M-V/def2-TZVPD

## Properties
energy relative to the best compared isomer or geometry (same formula, charge and spin)	128.7	kcal/mol
charge	+1
molar mass	99.2	g/mol
SMILES	CC[N+]1(NC)C=C1
HOMO-LUMO gap	10.4	eV
total energy	-8331.5365	eV
HOMO	-0.5192	hartree

Geometry (Å):
C -1.2015 2.0486 -0.2349
C -1.2325 0.5191 -0.0543
N 0.3183 -0.0332 -0.2022
N 1.0426 -0.3622 0.9760
C 1.0078 -1.7818 1.2430
C 0.4847 -0.8750 -1.4297
C 1.1197 0.2312 -1.4146
H -0.6981 2.6099 0.6432
H -0.5701 2.1999 -1.0414
H -2.1440 2.6283 -0.4285
H -1.6777 -0.2996 -0.7670
H -1.6380 0.2577 0.8550
H 0.6887 0.2495 1.7478
H 0.9577 -2.3210 0.2085
H 1.9048 -2.1405 1.7278
H 0.1428 -2.1645 1.7854
H -0.0559 -1.8096 -1.6341
H 1.5505 1.0432 -1.9801

***

Entry 2:
Formula: C19H21BrCl57IO5P2S
Source: the Open Molecules 2025 dataset
Level of theory: ωB97M-V/def2-TZVPD

## Properties
charge	0
molar mass	2651.0	g/mol
HOMO-LUMO gap	8.8	eV
total energy	-851612.0213	eV
HOMO	-0.3456	hartree

Geometry (Å):
O -2.0338 -1.8635 3.2362
S -2.0606 -0.3900 3.2751
O -0.8156 0.1059 2.2451
P -0.6421 1.7897 2.6108
O -1.2547 2.6351 1.2897
Br 1.5973 2.1150 2.6997
O -3.3932 0.0944 2.4027
P -4.3650 1.2442 3.2064
O -3.5096 2.6893 3.3049
I -5.9799 1.7408 1.3954
H -1.7650 3.3698 1.6568
H -3.4695 2.9790 4.2200
C 0.4982 5.5511 0.5234
Cl 0.7153 4.9821 -1.1345
Cl -1.2182 5.5659 0.9555
Cl 1.4145 4.5472 1.6547
H 0.8754 6.5653 0.5880
C -2.1051 -0.9345 -0.7620
Cl -3.8002 -1.3519 -0.4791
Cl -1.4974 -1.7502 -2.2089
Cl -1.8944 0.8097 -0.9164
H -1.5224 -1.2703 0.0892
C 1.7832 4.6082 -4.9997
Cl 1.5916 6.3076 -4.5505
Cl 0.7773 3.5697 -3.9837
Cl 1.3940 4.3634 -6.7040
H 2.8164 4.3309 -4.8448
C -3.4758 2.7484 -1.7043
Cl -1.7974 3.2642 -1.8858
Cl -4.4017 3.9241 -0.7598
Cl -4.2329 2.4776 -3.2780
H -3.4750 1.8083 -1.1608
C 2.4358 -2.5321 -0.4578
Cl 1.3724 -1.2887 0.2189
Cl 2.7410 -3.7974 0.7319
Cl 1.7368 -3.2197 -1.9310
H 3.3856 -2.0680 -0.7135
C 5.1820 3.2349 -6.5797
Cl 4.9991 4.9375 -6.1338
Cl 4.1736 2.2018 -5.5446
Cl 4.7851 3.0105 -8.2855
H 6.2171 2.9550 -6.4307
C -0.4258 -4.8252 2.9522
Cl -1.8177 -5.7810 3.4789
Cl 0.7142 -4.5877 4.2901
Cl 0.3672 -5.6128 1.5825
H -0.7802 -3.8515 2.6314
C -1.5957 -3.0731 7.0282
Cl -0.8490 -3.9329 8.3813
Cl -3.1250 -2.3339 7.5130
Cl -0.4968 -1.8474 6.3916
H -1.7980 -3.7886 6.2399
C 1.0442 0.8014 -3.4638
Cl 0.0755 1.3802 -4.8242
Cl 2.7644 0.7978 -3.8797
Cl 0.7510 1.7848 -2.0274
H 0.7462 -0.2179 -3.2429
C 2.8066 -0.7445 -9.1481
Cl 3.2565 -0.0025 -7.6096
Cl 1.0536 -0.7214 -9.3609
Cl 3.6100 0.0775 -10.4924
H 3.1342 -1.7774 -9.1375
C 4.4521 -6.8089 2.5519
Cl 3.3866 -5.5689 3.2233
Cl 4.7393 -8.0903 3.7351
Cl 3.7684 -7.4766 1.0650
H 5.4038 -6.3490 2.3113
C 6.9983 -2.4222 -0.5458
Cl 6.7939 -3.7206 -1.7254
Cl 5.4830 -1.5357 -0.3297
Cl 7.5659 -3.0652 0.9984
H 7.7441 -1.7326 -0.9228
C -3.8698 -6.4523 8.4601
Cl -5.5293 -6.8003 7.9625
Cl -2.8696 -6.0712 7.0446
Cl -3.8488 -5.1432 9.6459
H -3.4714 -7.3328 8.9329
C -1.9578 -3.8134 -8.8022
Cl -2.4563 -3.3188 -10.4238
Cl -0.2371 -4.2142 -8.7754
Cl -2.3194 -2.5460 -7.6257
H -2.5176 -4.7002 -8.5300
C 7.4060 -0.3130 -6.0828
Cl 6.9725 0.1723 -7.7233
Cl 9.1290 -0.6954 -5.9861
Cl 6.9828 0.9515 -4.9196
H 6.8454 -1.2058 -5.8309
C -2.7817 9.2963 1.2947
Cl -3.5915 7.8832 0.6092
Cl -1.7141 8.8256 2.6220
Cl -1.8754 10.1551 0.0435
H -3.5383 9.9653 1.6875
C -4.2133 10.7293 -2.8185
Cl -5.2278 9.6247 -3.7521
Cl -3.1325 11.6342 -3.8840
Cl -5.2108 11.8324 -1.8613
H -3.6063 10.1414 -2.1387
C -0.8148 -9.5944 7.1129
Cl -1.8230 -10.7656 6.2577
Cl -0.1912 -8.3750 5.9977
Cl -1.7252 -8.8332 8.4270
H 0.0269 -10.1216 7.5459
C -5.3572 0.8631 9.4646
Cl -6.0953 -0.5962 8.7973
Cl -3.9703 0.4525 10.4783
Cl -4.8766 1.9672 8.1691
H -6.0931 1.3646 10.0816

***

Entry 3:
Formula: H28NO12
Source: the Open Molecules 2025 dataset
Level of theory: ωB97M-V/def2-TZVPD

## Properties
energy relative to the best compared isomer or geometry (same formula, charge and spin)	90.0	kcal/mol
charge	+1
molar mass	234.2	g/mol
HOMO-LUMO gap	9.6	eV
total energy	-26505.8510	eV
HOMO	-0.4848	hartree

Geometry (Å):
N -0.3077 0.3976 0.1937
H -1.1847 0.6876 -0.4363
H 0.5333 0.7076 -0.2553
H -0.3167 -0.5744 0.3677
H -0.6647 0.9776 0.8747
O -1.8347 -0.6444 -2.2173
H -2.4297 -1.4084 -2.1233
H -1.2267 -1.1204 -2.8603
O -1.9577 3.1076 0.2267
H -2.6907 2.5626 0.4847
H -1.9977 2.9736 -0.7823
O 0.2503 0.9196 3.2187
H 0.4583 -0.0074 3.4527
H 0.7573 1.4976 3.7657
O -2.1197 1.6776 -2.5433
H -2.4157 0.8786 -2.9783
H -2.8587 2.2596 -2.4173
O 2.6783 0.8406 1.7897
H 2.7233 -0.1284 2.1167
H 2.0053 1.2636 2.2787
O -0.7467 -2.3344 0.8527
H -1.5647 -2.1304 0.4347
H -1.0287 -2.2044 1.7037
O 2.0073 -1.0544 -1.0583
H 2.8023 -1.1614 -0.5843
H 1.5583 -1.9584 -1.4223
O -3.0427 -0.8854 0.4587
H -3.4457 -1.4054 -0.3293
H -3.4557 -0.1274 0.3067
O 0.8553 -3.7944 -1.1273
H 0.9103 -4.7334 -0.7643
H 0.3533 -3.1834 -0.5393
O 2.9933 1.4076 -1.1083
H 3.4913 1.3526 -1.8833
H 3.4213 0.8866 -0.3803
O 0.8403 3.1066 -1.4713
H 1.4633 2.2996 -1.5743
H 0.1293 3.0406 -2.0663
O 1.6373 -0.9794 2.8327
H 0.9253 -1.6264 2.5317
H 2.4933 -1.3844 3.0337

***

Entry 4:
Formula: C4H8N2P2
Source: the Open Molecules 2025 dataset
Level of theory: ωB97M-V/def2-TZVPD

## Properties
energy relative to the best compared isomer or geometry (same formula, charge and spin)	59.4	kcal/mol
charge	0
molar mass	146.1	g/mol
HOMO-LUMO gap	8.2	eV
total energy	-25829.4163	eV
HOMO	-0.2857	hartree

Geometry (Å):
C 0.2857 -0.4423 -1.0690
C 1.2911 0.9192 1.8305
C 1.0965 -0.6413 -2.2359
C -2.3532 -0.7092 1.1072
N -0.6242 -0.8237 -0.4183
N -1.0686 -1.3290 0.6255
P 0.8901 -0.2702 2.7984
P 1.5957 1.7794 0.3380
H 0.5181 -0.8801 -3.1695
H 2.0048 -1.3955 -2.1376
H 1.6583 0.2491 -2.4761
H -3.1281 -0.6849 0.3063
H -2.6953 -1.4665 1.7691
H -2.1781 0.3133 1.5749
H 2.2458 2.8874 0.8840
H 0.4614 2.4941 0.2726

***

Entry 5:
Formula: C52H122N6O4
Source: the Open Molecules 2025 dataset
Level of theory: ωB97M-V/def2-TZVPD

## Properties
energy relative to the best compared isomer or geometry (same formula, charge and spin)	6.1	kcal/mol
charge	0
molar mass	895.6	g/mol
SMILES	CCN(CC)CC.CCN(CC)CC.CCN(CC)CC.CCN(CC)CC.CCN(CC)CC.CCN(CC)CC.C1CCOC1.C1CCOC1.C1CCOC1.C1CCOC1
HOMO-LUMO gap	8.7	eV
total energy	-73027.9237	eV
HOMO	-0.2980	hartree

Geometry (Å):
C 0.7146 1.9314 -4.4546
C 1.6205 2.9464 -3.7159
N 1.1606 4.3251 -3.6290
C -0.0462 4.4668 -2.7986
C 0.3334 4.4049 -1.3289
C 0.9227 4.9905 -4.9042
C 2.2046 5.0386 -5.7570
H 0.5128 2.2359 -5.4815
H -0.2521 1.7584 -3.9817
H 1.1758 0.9465 -4.5284
H 1.8238 2.6285 -2.6933
H 2.6079 2.8659 -4.1706
H -0.5672 5.4211 -2.8763
H -0.8289 3.7598 -3.0737
H -0.5501 4.3847 -0.6908
H 0.8594 3.4973 -1.0327
H 0.9121 5.2796 -1.0323
H 0.6158 6.0115 -4.6774
H 0.1581 4.4711 -5.4819
H 2.9817 5.6376 -5.2822
H 2.0721 5.4936 -6.7387
H 2.7057 4.0732 -5.8272
C 0.2350 -3.5456 6.4482
C 0.4097 -4.6893 5.3702
N 0.3717 -4.2937 3.9590
C -0.9521 -3.7320 3.8035
C -1.3643 -3.6644 2.3472
C 1.4864 -3.5306 3.4586
C 2.7930 -4.2996 3.2673
H 0.5043 -3.9306 7.4318
H -0.7792 -3.1479 6.4849
H 0.9129 -2.7105 6.2716
H 1.3566 -5.2178 5.4805
H -0.2897 -5.5032 5.5615
H -1.6642 -4.3110 4.3914
H -0.9798 -2.7042 4.1656
H -2.3802 -3.2759 2.2754
H -0.7737 -2.9248 1.8066
H -1.3538 -4.6130 1.8104
H 1.5995 -2.7223 4.1810
H 1.2464 -3.0462 2.5121
H 3.5665 -3.6027 2.9445
H 2.7126 -5.0765 2.5070
H 3.1508 -4.7143 4.2096
C -4.1307 -3.3516 -1.1596
C -3.1650 -4.2936 -1.8667
N -3.4167 -5.6914 -1.4937
C -2.6954 -6.5860 -2.3836
C -3.3506 -6.5874 -3.7902
C -3.0715 -5.9892 -0.0891
C -3.6141 -7.2762 0.4785
H -3.9455 -2.4176 -1.6902
H -3.9984 -3.1914 -0.0896
H -5.1562 -3.6953 -1.2947
H -3.2619 -4.0920 -2.9335
H -2.1642 -3.9925 -1.5572
H -1.6558 -6.2843 -2.5117
H -2.7835 -7.6068 -2.0118
H -4.4336 -6.7100 -3.7804
H -3.2779 -5.7217 -4.4486
H -2.9503 -7.4696 -4.2899
H -3.5712 -5.1949 0.4654
H -2.0017 -5.8554 0.0711
H -3.5912 -7.2549 1.5680
H -3.0420 -8.1438 0.1496
H -4.6240 -7.3970 0.0865
C 3.6283 -0.5263 2.1431
C 3.9269 0.4178 0.9647
N 4.2815 -0.2604 -0.3056
C 5.2442 -1.3646 -0.2177
C 6.6635 -0.9319 0.2869
C 4.5685 0.8290 -1.2341
C 4.7603 0.1947 -2.6213
H 3.2009 0.0355 2.9736
H 4.5218 -1.0679 2.4536
H 2.8145 -1.1983 1.8707
H 3.1083 1.1196 0.8052
H 4.7127 1.1142 1.2575
H 5.3078 -1.8864 -1.1726
H 4.7879 -2.1113 0.4322
H 7.2609 -0.2883 -0.3588
H 7.3066 -1.7972 0.4474
H 6.5052 -0.4087 1.2299
H 3.7485 1.5463 -1.2002
H 5.4880 1.3960 -1.0887
H 4.8964 0.9023 -3.4391
H 5.6697 -0.4059 -2.6402
H 3.9077 -0.4015 -2.9465
C -2.1680 -1.9839 -4.6243
C -2.5092 -0.5739 -4.2234
N -3.4770 0.0600 -5.1390
C -3.2493 -0.0340 -6.5653
C -1.8984 0.5138 -7.0064
C -3.7359 1.4629 -4.6871
C -4.5467 1.5449 -3.3703
H -1.5926 -1.9800 -5.5501
H -3.0385 -2.6012 -4.8461
H -1.6568 -2.5033 -3.8137
H -2.9581 -0.5914 -3.2302
H -1.5805 -0.0052 -4.1773
H -3.3592 -1.0931 -6.7983
H -4.0617 0.4693 -7.0896
H -1.7814 1.5116 -6.5835
H -1.0504 -0.0436 -6.6086
H -1.7570 0.3618 -8.0765
H -4.1760 2.0467 -5.4955
H -2.8114 1.9831 -4.4367
H -3.9741 1.1669 -2.5234
H -5.3895 0.8552 -3.4167
H -4.8814 2.5559 -3.1379
C 5.7522 6.1270 2.5508
C 4.3740 6.0263 1.8376
N 3.1945 5.7903 2.7598
C 1.9946 5.6870 1.8705
C 0.7562 5.2158 2.6625
C 3.0732 6.8254 3.8225
C 2.7563 8.2256 3.2492
H 5.9528 5.1491 2.9887
H 5.8171 6.8619 3.3532
H 6.5604 6.3939 1.8698
H 4.2803 6.9323 1.2390
H 4.4482 5.1917 1.1405
H 1.9195 6.5510 1.2103
H 2.1547 4.9007 1.1328
H 0.9757 4.2003 2.9921
H 0.4433 5.8920 3.4581
H -0.1154 5.0332 2.0339
H 3.9892 6.9085 4.4074
H 2.2889 6.4671 4.4893
H 3.5729 8.5623 2.6104
H 2.6810 8.9238 4.0829
H 1.8527 8.2914 2.6433
C 0.9167 -4.1948 -0.7952
C 1.9503 -3.1467 -0.6806
C 1.9059 -2.4702 -2.0415
O 1.0959 -3.2725 -2.8913
C 0.8990 -4.5325 -2.2414
H -0.0691 -3.8233 -0.5156
H 1.1032 -5.0974 -0.2133
H 2.9390 -3.5664 -0.4950
H 1.7739 -2.5256 0.1976
H 2.9037 -2.3770 -2.4702
H 1.4387 -1.4912 -1.9341
H 1.6480 -5.2307 -2.6150
H -0.0229 -4.9945 -2.5944
C -4.9988 0.7653 1.3296
C -5.9063 1.4231 2.2965
C -5.3473 1.1374 3.6729
O -4.0230 0.5396 3.4007
C -4.0443 -0.0953 2.1463
H -4.4958 1.5915 0.8271
H -5.5515 0.2231 0.5624
H -6.9404 1.0787 2.2971
H -6.0262 2.4780 2.0499
H -6.0382 0.4922 4.2155
H -5.2721 1.9537 4.3913
H -4.4425 -1.1099 2.1411
H -3.0368 -0.1887 1.7409
C -1.1419 1.2940 -0.5449
C -0.6080 1.1654 0.8907
C 0.1714 -0.1283 0.9112
O -0.7698 -0.9061 0.1605
C -1.4421 -0.1670 -0.8971
H -0.3729 1.7361 -1.1784
H -2.0211 1.9381 -0.5591
H -1.4112 1.0724 1.6217
H -0.0086 2.0271 1.1845
H 0.3486 -0.5388 1.9052
H 1.1282 -0.0860 0.3907
H -2.5230 -0.3070 -0.9138
H -1.1100 -0.3473 -1.9195
C -0.0601 0.8102 4.4984
C -0.9007 2.0569 4.7091
C -1.6885 1.6709 5.9115
O -0.8339 0.9190 6.7137
C -0.0122 0.2119 5.8649
H 0.8946 0.8215 3.9726
H -0.6605 0.1803 3.8420
H -1.6248 2.1760 3.9031
H -0.2741 2.9205 4.9320
H -2.6343 1.2256 5.6029
H -1.8601 2.5544 6.5264
H -0.3778 -0.8148 5.8465
H 1.0105 0.2532 6.2398

***

Entry 6:
Formula: C6H15N4
Source: the Open Molecules 2025 dataset
Level of theory: ωB97M-V/def2-TZVPD

## Properties
energy relative to the best compared isomer or geometry (same formula, charge and spin)	133.2	kcal/mol
charge	+1
molar mass	143.2	g/mol
SMILES	C=C=[N+](C)NCCNNC
HOMO-LUMO gap	8.4	eV
total energy	-12413.3912	eV
HOMO	-0.4597	hartree

Geometry (Å):
C 0.3264 3.1375 -1.4508
C -0.1623 2.2004 -0.7435
N -0.7471 1.5282 0.1557
C -2.1123 1.6397 0.5393
N -0.0477 0.5345 0.8620
C 1.3427 0.4404 0.4610
C 1.9142 -0.8892 1.0189
N 1.0215 -2.0657 0.6338
N -0.0500 -1.6962 -0.2901
C -0.9546 -2.8324 -0.5314
H 0.7254 2.9597 -2.4700
H 0.4988 4.2139 -1.1846
H -2.1335 1.6824 1.6305
H -2.6278 2.4771 0.0299
H -2.7474 0.6747 0.3442
H -0.5413 -0.4171 0.6002
H 1.8143 1.3192 1.0703
H 1.4071 0.4151 -0.6450
H 3.0124 -1.0000 0.5696
H 2.0705 -0.8624 2.1355
H 1.6433 -2.7166 0.2133
H 0.2712 -1.3032 -1.1676
H -2.0673 -2.5376 -0.6933
H -0.6624 -3.4949 -1.3098
H -1.1942 -3.4075 0.2219